Entry 1:
{
  "formula": "C4H4F2N2OS",
  "method": "wB97M-V/def2-TZVPD",
  "species": ["C", "C", "C", "C", "N", "N", "O", "F", "F", "S", "H", "H", "H", "H"],
  "positions_angstrom": [[1.553, 0.170, 1.075], [0.993, -1.524, -0.083], [0.364, 0.489, 0.478], [-0.486, 1.703, 0.503], [1.933, -1.086, 0.706], [0.025, -0.601, -0.278], [-1.626, -2.343, -1.661], [-1.822, 1.340, 0.615], [-1.598, 0.028, -2.350], [-1.814, -1.057, -1.120], [2.166, 0.755, 1.729], [0.963, -2.488, -0.547], [-0.412, 2.279, -0.427], [-0.239, 2.335, 1.360]],
  "forces_ev_per_angstrom": [[-0.4, 0.1, -0.2], [0.0, -0.4, -0.1], [-0.2, 0.6, 0.4], [0.5, 0.3, -0.1], [0.5, -0.4, 0.0], [-2.6, -0.6, -1.4], [0.2, -0.7, -0.3], [-0.6, -0.2, 0.1], [-0.2, -1.0, 1.3], [2.7, 2.5, 0.4], [0.1, 0.3, 0.2], [0.0, -0.3, -0.1], [0.1, 0.0, 0.2], [0.1, 0.0, -0.2]],
  "relative_energy_kj_mol": 0.00,
  "homo_ev": -9.03,
  "orbital_gap_ev": 8.14,
  "total_charge": 0
}


Entry 2:
{
  "formula": "CH2F2N2",
  "method": "wB97M-V/def2-TZVPD",
  "species": ["C", "N", "N", "F", "F", "H", "H"],
  "positions_angstrom": [[0.103, 0.047, 0.044], [0.768, 1.103, -0.033], [-1.249, 0.001, 0.123], [0.645, -1.172, 0.112], [3.186, 0.058, -0.135], [-1.760, 0.850, -0.058], [-1.694, -0.889, -0.053]],
  "forces_ev_per_angstrom": [[-0.7, -3.1, 0.4], [2.9, 0.9, -0.3], [0.2, 0.4, 0.0], [-0.2, 1.0, -0.1], [-2.2, 0.8, 0.1], [-0.1, -0.1, 0.0], [0.1, 0.2, -0.1]],
  "relative_energy_kj_mol": 507.91,
  "homo_ev": [-10.84, -10.87],
  "orbital_gap_ev": [6.46, 6.53],
  "total_charge": 0
}


Entry 3:
{
  "formula": "C4H7NO",
  "method": "wB97M-V/def2-TZVPD",
  "species": ["O", "C", "N", "C", "C", "C", "H", "H", "H", "H", "H", "H", "H"],
  "positions_angstrom": [[3.005, -1.373, -0.195], [2.130, -0.571, -0.452], [0.954, -0.466, 0.219], [-0.115, 0.415, -0.148], [-1.204, 0.721, 0.830], [-1.503, -0.106, -0.396], [2.217, 0.174, -1.264], [0.819, -1.138, 0.962], [0.228, 1.230, -0.779], [-1.191, 0.209, 1.789], [-1.575, 1.739, 0.878], [-2.096, 0.337, -1.190], [-1.669, -1.169, -0.254]],
  "forces_ev_per_angstrom": [[-0.2, 0.2, -0.1], [0.0, -0.1, 0.1], [0.1, -0.2, 0.0], [0.0, 0.1, -0.1], [0.0, 0.1, 0.2], [-0.1, -0.1, -0.1], [0.0, -0.1, 0.0], [-0.1, 0.1, 0.0], [0.0, -0.1, 0.1], [0.1, 0.0, -0.2], [0.0, -0.1, 0.0], [0.1, 0.0, 0.1], [0.1, 0.1, 0.0]],
  "relative_energy_kj_mol": 129.30,
  "homo_ev": -9.33,
  "orbital_gap_ev": 10.37,
  "total_charge": 0,
  "smiles": "O=CNC1CC1"
}


Entry 4:
{
  "formula": "C3H7O2S",
  "method": "wB97M-V/def2-TZVPD",
  "species": ["O", "C", "O", "H", "C", "S", "C", "H", "H", "H", "H", "H", "H"],
  "positions_angstrom": [[-0.597, -2.102, 0.511], [0.646, -2.126, 0.469], [1.436, -1.249, 0.039], [1.144, -3.045, 0.889], [0.015, 1.318, 1.091], [-0.208, 2.067, -0.535], [-0.573, 0.611, -1.538], [0.731, 0.496, 1.082], [-0.944, 0.940, 1.449], [0.323, 2.133, 1.748], [-0.407, 0.859, -2.585], [0.050, -0.227, -1.216], [-1.617, 0.325, -1.402]],
  "forces_ev_per_angstrom": [[-0.1, -0.1, 0.0], [0.2, 0.2, 0.1], [0.1, -0.3, 0.0], [-0.1, -0.1, 0.0], [-0.4, 0.0, 0.2], [0.3, 0.1, -0.2], [-0.4, -0.2, 0.2], [0.0, 0.2, -0.2], [0.1, -0.1, 0.0], [0.1, 0.0, 0.0], [0.1, 0.1, 0.0], [0.1, 0.2, -0.1], [0.0, 0.0, 0.0]],
  "relative_energy_kj_mol": 40.54,
  "homo_ev": -4.23,
  "orbital_gap_ev": 7.71,
  "total_charge": -1
}


Entry 5:
{
  "formula": "C35H57F2I2N3O6P2",
  "method": "wB97M-V/def2-TZVPD",
  "species": ["C", "C", "C", "O", "O", "C", "C", "C", "C", "C", "C", "C", "N", "C", "C", "C", "I", "C", "C", "I", "C", "N", "C", "C", "C", "C", "C", "F", "C", "C", "C", "C", "F", "C", "C", "C", "N", "C", "P", "C", "C", "C", "H", "H", "H", "H", "H", "H", "H", "H", "H", "H", "H", "H", "H", "H", "H", "H", "H", "H", "H", "H", "H", "H", "H", "H", "H", "H", "H", "H", "H", "H", "H", "H", "H", "H", "H", "H", "H", "H", "H", "H", "H", "H", "H", "H", "H", "H", "H", "H", "C", "O", "P", "O", "O", "C", "O", "C", "H", "H", "H", "H", "H", "H", "H", "H", "H"],
  "positions_angstrom": [[2.028, 6.821, 1.160], [1.411, 7.992, 0.931], [-0.078, 8.162, 0.954], [-0.676, 8.368, 1.975], [-0.705, 8.035, -0.231], [-1.922, 7.280, -0.122], [-1.634, 5.819, 0.311], [-2.567, 4.840, -0.419], [-2.864, 3.537, 0.356], [-1.848, 2.417, 0.092], [-0.426, 2.734, 0.582], [0.428, 1.484, 0.519], [0.208, 0.613, 1.470], [1.025, -0.481, 1.388], [0.895, -1.481, 2.402], [-0.141, -1.236, 3.483], [1.001, -0.948, 5.321], [-1.238, -2.362, 3.612], [-2.626, -1.696, 3.500], [-1.198, -3.242, 5.581], [1.698, -2.600, 2.394], [1.538, -3.611, 3.397], [0.783, -4.790, 2.926], [1.508, -6.145, 3.147], [0.730, -7.083, 4.086], [2.720, -2.779, 1.380], [3.626, -3.994, 1.424], [4.941, -3.505, 1.516], [3.459, -4.955, 0.242], [4.785, -5.718, 0.011], [2.828, -1.812, 0.397], [3.867, -1.943, -0.710], [4.738, -0.845, -0.557], [3.316, -1.896, -2.155], [3.417, -3.210, -2.935], [1.991, -0.663, 0.403], [2.156, 0.256, -0.595], [1.392, 1.315, -0.542], [1.738, 2.523, -1.919], [2.586, 3.947, -1.091], [0.168, 3.160, -2.663], [0.503, 3.629, -4.094], [2.815, 6.517, 0.472], [1.788, 6.131, 1.966], [2.032, 8.871, 0.758], [-2.397, 7.221, -1.102], [-2.638, 7.747, 0.554], [-1.829, 5.747, 1.382], [-0.584, 5.646, 0.065], [-3.523, 5.353, -0.579], [-2.195, 4.548, -1.406], [-3.830, 3.180, -0.014], [-2.966, 3.730, 1.429], [-2.212, 1.558, 0.667], [-1.876, 2.113, -0.956], [-0.526, 2.970, 1.648], [0.029, 3.584, 0.081], [-0.657, -0.294, 3.358], [-1.166, -3.102, 2.822], [-2.682, -0.800, 4.119], [-3.359, -2.394, 3.911], [-2.914, -1.514, 2.462], [2.435, -3.878, 3.772], [-0.193, -4.886, 3.410], [0.558, -4.632, 1.863], [1.630, -6.624, 2.174], [2.475, -5.942, 3.616], [1.215, -8.062, 4.069], [-0.317, -7.150, 3.792], [0.817, -6.703, 5.106], [3.482, -4.577, 2.330], [2.712, -5.710, 0.492], [3.135, -4.431, -0.648], [5.358, -5.821, 0.935], [4.623, -6.722, -0.379], [5.407, -5.117, -0.656], [4.499, -2.820, -0.614], [2.280, -1.555, -2.142], [3.865, -1.099, -2.662], [2.718, -3.965, -2.575], [4.450, -3.563, -2.971], [3.115, -2.995, -3.965], [3.169, 4.452, -1.864], [3.304, 3.591, -0.352], [1.853, 4.647, -0.680], [-0.644, 2.438, -2.688], [-0.102, 4.073, -2.119], [1.366, 4.300, -4.110], [0.736, 2.772, -4.728], [-0.334, 4.192, -4.514], [-2.139, -0.719, -3.166], [-3.203, -0.151, -3.932], [-4.649, 0.081, -3.160], [-4.246, 0.838, -1.947], [-4.819, -1.534, -2.875], [-4.646, -2.491, -3.922], [-6.277, 0.339, -3.169], [-7.111, -0.475, -2.346], [-1.323, 0.003, -3.126], [-2.442, -0.981, -2.156], [-1.794, -1.618, -3.679], [-3.893, -3.214, -3.611], [-4.325, -2.031, -4.855], [-5.589, -3.014, -4.087], [-6.658, -0.635, -1.370], [-7.319, -1.429, -2.828], [-8.049, 0.065, -2.228]],
  "forces_ev_per_angstrom": [[0.0, -0.1, -0.1], [0.1, 0.1, -0.5], [0.1, 0.6, 2.0], [-0.4, -0.2, 0.3], [0.6, -0.4, -0.2], [-0.6, -0.9, -0.1], [-0.4, 0.6, -0.4], [-0.3, -0.2, 0.6], [0.1, 0.1, -0.9], [-0.4, 0.1, 0.6], [-0.3, -0.7, 0.4], [-0.5, 1.2, -0.1], [1.1, -0.2, -1.1], [-0.3, -0.9, 1.2], [-0.6, 0.0, 0.2], [0.5, -1.3, 0.3], [0.7, 1.4, -0.4], [-0.3, 1.7, 0.6], [-0.1, -0.8, 0.3], [-1.0, -1.4, -0.3], [0.7, -0.3, -0.3], [-0.6, 0.2, -0.3], [0.1, -0.4, -0.2], [-0.7, 0.4, 0.2], [0.8, 0.3, -0.1], [-1.1, 0.7, 0.3], [-0.3, 0.4, -0.2], [0.1, -0.2, -0.1], [0.8, -0.6, 0.4], [-0.1, 0.5, 0.0], [0.6, -1.0, -0.1], [-0.2, 0.8, -0.6], [0.2, -0.2, 0.1], [-0.3, -0.1, 0.3], [-0.1, 0.7, -0.3], [0.3, 0.1, -0.6], [-0.3, 0.2, 0.3], [-0.3, 0.3, 0.2], [1.0, -1.4, -0.7], [-0.7, 0.1, -0.4], [0.7, 1.3, 0.1], [-0.1, -0.2, 0.1], [1.1, 0.7, 1.1], [-1.1, -0.6, -0.9], [-0.3, -0.2, -1.6], [0.4, 0.5, -0.2], [0.2, 0.2, 0.0], [0.4, -0.2, 0.0], [0.0, -0.2, 0.3], [0.1, 0.0, 0.0], [0.1, 0.3, 0.0], [0.0, -0.1, 0.2], [0.1, 0.0, 0.0], [0.2, -0.1, -0.1], [0.0, 0.1, 0.0], [0.1, 0.2, -0.1], [0.0, -0.1, -0.1], [0.3, 0.0, -0.2], [0.4, -0.3, 0.3], [0.0, 0.1, -0.2], [-0.1, 0.1, -0.2], [0.2, 0.3, 0.0], [0.0, 0.0, 0.1], [0.1, 0.3, 0.2], [0.1, -0.2, 0.0], [0.3, -0.1, 0.1], [0.1, -0.2, -0.3], [-0.3, -0.1, 0.0], [0.0, -0.2, 0.1], [-0.3, 0.0, 0.0], [0.0, 0.1, 0.0], [-0.3, 0.3, 0.1], [0.0, -0.1, -0.1], [-0.2, 0.0, 0.0], [0.0, 0.2, -0.3], [0.1, -0.3, -0.1], [-0.1, 0.0, 0.3], [0.0, -0.1, 0.0], [0.1, -0.1, 0.0], [0.2, -0.1, 0.1], [-0.1, -0.3, 0.1], [0.1, -0.1, 0.0], [-0.1, 0.1, 0.0], [-0.2, -0.1, 0.1], [0.3, 0.1, 0.3], [0.0, 0.0, 0.3], [-0.5, -0.3, 0.2], [0.0, -0.1, 0.1], [0.0, 0.1, -0.1], [0.0, -0.2, 0.0], [0.3, -0.2, 0.3], [-2.0, 1.5, -2.2], [1.0, -3.0, 5.8], [-0.1, 0.3, -0.8], [0.1, 0.2, -0.4], [-0.1, -0.1, 0.2], [1.3, 1.4, -2.6], [-0.3, -0.5, 0.0], [-0.1, 0.0, 0.0], [-0.1, 0.1, 0.0], [-0.1, 0.1, -0.1], [0.0, 0.0, 0.0], [0.0, 0.0, 0.0], [0.0, 0.0, 0.0], [0.1, 0.0, -0.1], [0.0, 0.0, 0.1], [0.1, 0.2, -0.1]],
  "homo_ev": -7.84,
  "orbital_gap_ev": 6.43,
  "total_charge": 0
}


Entry 6:
{
  "formula": "C7H11NO",
  "method": "wB97M-V/def2-TZVPD",
  "species": ["C", "C", "C", "C", "C", "C", "C", "N", "O", "H", "H", "H", "H", "H", "H", "H", "H", "H", "H", "H"],
  "positions_angstrom": [[1.975, 2.335, -0.578], [-0.288, -0.673, 2.162], [-0.081, -0.154, -1.914], [1.292, 1.612, 0.574], [-0.217, -0.521, 0.724], [-0.170, -0.339, -0.476], [-1.728, -2.316, -0.221], [-2.937, -2.296, 0.068], [1.385, 1.951, 1.714], [-3.297, -1.391, 0.386], [-1.248, -3.246, -0.567], [2.653, 1.637, -1.073], [1.220, 2.632, -1.308], [2.528, 3.211, -0.222], [0.213, -1.587, 2.485], [0.204, 0.185, 2.631], [-1.326, -0.711, 2.497], [-0.427, -1.054, -2.426], [0.951, 0.041, -2.214], [-0.701, 0.683, -2.241]],
  "forces_ev_per_angstrom": [[0.0, -0.1, 0.0], [0.0, 0.0, 0.2], [0.0, 0.0, -0.1], [0.7, 1.1, 0.7], [0.1, 0.3, -1.3], [0.1, -0.1, 1.3], [-1.0, -0.9, -0.2], [0.2, 0.1, 0.1], [-0.1, -0.3, -0.6], [0.1, 0.0, -0.1], [0.1, 0.1, 0.0], [0.0, 0.0, 0.0], [0.0, 0.0, 0.0], [-0.1, -0.1, 0.0], [0.0, 0.0, 0.0], [-0.1, -0.1, 0.0], [0.0, 0.0, 0.0], [0.0, 0.0, 0.0], [0.0, 0.0, 0.0], [0.0, 0.0, 0.0]],
  "relative_energy_kj_mol": 675.70,
  "homo_ev": [-6.86, -7.02],
  "orbital_gap_ev": [7.28, 7.91],
  "total_charge": 0
}


Results for M: 166.2, 80.0, 85.1, 107.2, 969.6, 125.2 (in g/mol, following the order of the records).